Entry 1:
The following is a quantum chemistry calculation of a cluster of 2 separate species, C4H8IN2S in total in a non-equilibrium geometry, from the OMol25 dataset.

Properties
* relative energy (zero: lowest compared OMol25 entry of this formula, charge and spin): 241.0 kJ/mol
* HOMO level: -12.563 eV
* electronic energy: -26183.51328 eV
* total charge: +1

Geometry as XYZ:
```
16
Properties=species:S:1:pos:R:3:lowdin_charge:R:1
C -2.67492 1.14390 1.34121 -0.183
C -3.45484 1.06955 0.39943 -0.822
C 1.17905 -0.46809 -0.24539 -0.455
C 2.44567 -1.03625 -0.71499 0.032
N 1.00204 0.85210 -0.18627 -0.311
N 0.19134 -1.27109 0.16626 0.180
S -0.53538 1.58345 -0.50813 0.793
I -4.10671 0.59760 -1.41067 0.972
H -2.31310 1.45158 2.34938 0.089
H -1.09055 1.40244 0.94852 -0.032
H 2.40246 -2.08438 -0.43030 0.098
H 3.33326 -0.52442 -0.21621 0.146
H 2.36502 -0.90223 -1.74004 0.087
H 1.78109 1.36269 -0.52740 0.093
H 0.21620 -2.34288 0.28082 0.187
H -0.74064 -0.83398 0.49376 0.127
```

=====

Entry 2:
The following is a quantum chemistry calculation of a structure of composition C19H30I2N3O3Si2Ti in a non-equilibrium geometry, from the OMol25 dataset.

Properties
* HOMO level: -10.909 eV
* electronic energy: -85871.07906 eV
* total charge: +1

Geometry as XYZ:
```
60
Properties=species:S:1:pos:R:3:lowdin_charge:R:1
Ti -0.64913 0.53089 0.09551 0.960
I -0.99905 1.86056 4.85306 1.022
C -2.31118 0.74559 3.72079 -0.649
C -3.61587 0.48881 4.21703 -0.201
C -4.52329 -0.23885 3.50242 -0.670
I -6.40789 -0.55358 4.30218 0.995
C -4.16316 -0.76164 2.22711 -0.192
C -5.00615 -1.52668 1.38908 -0.010
C -4.55751 -1.96769 0.17562 -0.016
C -3.25712 -1.63339 -0.23525 -0.099
N -2.42907 -0.93934 0.51451 0.040
C -2.86668 -0.51672 1.74411 -0.151
C -1.93982 0.25105 2.50422 -0.383
O -0.72242 0.43889 1.95181 -0.220
H -3.88419 0.88803 5.18522 0.084
H -6.01241 -1.75425 1.71587 0.072
H -5.18758 -2.55070 -0.48007 0.118
H -2.88932 -1.93885 -1.20878 0.120
O -2.16502 1.38205 -0.78867 -0.111
N -1.73637 2.18200 0.00356 0.071
C 0.09492 -3.59916 0.11355 0.006
N 1.45087 -3.08434 0.26077 -0.140
C 2.55506 -4.04082 0.31791 -0.005
C 1.68342 -1.79193 0.31021 -0.247
O 0.79464 -0.92331 0.23664 -0.121
H 0.03127 -4.54988 0.63829 0.103
H -0.14163 -3.75582 -0.93998 0.102
H -0.60748 -2.89230 0.54589 0.078
H 2.40655 -4.71429 1.16033 0.101
H 3.49110 -3.50376 0.44709 0.097
H 2.59612 -4.61513 -0.60663 0.104
H 2.72581 -1.50037 0.44665 0.141
C -0.30121 -0.71668 -2.58917 -0.151
Si 1.04581 0.64122 -2.51149 0.426
C 0.87066 1.66835 -4.04933 -0.168
C 2.69544 -0.22531 -2.59004 -0.161
C 0.71241 1.68847 -1.00273 -0.434
Si 2.06235 2.54218 -0.01321 0.406
C 1.39622 3.14241 1.62278 -0.182
C 3.51488 1.43371 0.37554 -0.162
C 2.65449 4.00685 -0.99950 -0.169
H -0.87655 -0.62383 -3.51221 0.055
H -1.07512 -0.70003 -1.80455 -0.023
H 0.13287 -1.71650 -2.53814 0.037
H 1.14519 1.08727 -4.93302 0.044
H 1.51355 2.55013 -4.01383 0.037
H -0.15711 2.01465 -4.18248 0.042
H 2.64650 -0.98950 -3.37085 0.046
H 3.01140 -0.70142 -1.66443 0.006
H 3.48632 0.47412 -2.87147 0.046
H 0.16028 2.54368 -1.42516 0.028
H 1.22697 2.33278 2.33617 0.001
H 0.44730 3.67671 1.52190 0.037
H 2.11302 3.83702 2.06837 0.043
H 3.21476 0.55508 0.94997 0.017
H 4.20921 1.99604 1.00503 0.045
H 4.06284 1.10490 -0.50793 0.025
H 1.85251 4.73888 -1.12273 0.041
H 2.99178 3.71494 -1.99725 0.030
H 3.48582 4.50880 -0.50031 0.040
```

=====

Entry 3:
The following is a quantum chemistry calculation of a structure of composition C3H4S2 in a non-equilibrium geometry, from the OMol25 dataset.

Properties
* relative energy (zero: lowest compared OMol25 entry of this formula, charge and spin): 209.1 kJ/mol
* HOMO level: -8.915 eV
* electronic energy: -24843.47438 eV

Geometry as XYZ:
```
9
Properties=species:S:1:pos:R:3:lowdin_charge:R:1
C 0.08940 0.34603 0.55308 -1.122
C -1.15161 0.01717 0.06628 -0.607
C 0.98528 -0.33358 -0.42824 -0.375
H -1.55883 -0.68997 0.64851 0.051
H -1.65862 0.95991 -0.11757 0.108
H 1.75773 -1.10224 -0.13137 0.097
H 1.77254 0.36386 -0.89881 0.110
S 0.39225 1.30129 1.64738 0.886
S -0.62815 -0.86248 -1.33927 0.852
```

=====

Sequential lowest unoccupied orbital energy output: -3.9; -4.1; -0.1 eV